Entry from the OMol25 dataset: a structure of composition C47H40AsBrClHfIN5O3S4 (ωB97M-V/def2-TZVPD).

Geometry as XYZ:
```
104
Properties=species:S:1:pos:R:3:forces:R:3:mulliken_charge:R:1
Hf 0.173 -0.691 -0.587 0.6 0.4 3.8 0.334
Cl -3.820 1.394 -6.153 0.6 0.0 0.3 -0.279
C -2.960 0.504 -4.891 -1.9 -1.8 -0.2 0.603
C -3.564 -0.720 -4.517 0.6 0.6 -0.1 -0.558
C -3.026 -1.508 -3.475 1.6 1.0 -0.3 -0.684
I -3.673 -3.493 -3.278 0.2 0.6 0.3 0.025
C -1.866 -0.999 -2.811 -0.8 -2.9 2.7 0.463
O -1.299 -1.608 -1.728 -2.0 1.3 -2.7 0.549
C -1.306 0.214 -3.192 1.0 1.8 -0.7 0.344
N -0.186 0.630 -2.510 0.6 0.0 -0.5 0.084
C 0.464 1.730 -2.897 -0.1 -1.1 1.4 0.238
C -0.055 2.531 -3.884 0.0 2.3 -1.8 -0.691
C -1.147 2.158 -4.632 0.8 0.8 0.6 -1.074
C -1.796 0.980 -4.278 -0.9 -0.7 -0.1 0.026
H -4.447 -1.114 -5.043 0.5 0.5 0.2 0.344
H 1.420 2.002 -2.411 -0.7 -0.3 0.0 0.082
H 0.406 3.536 -4.081 -0.2 -1.3 0.1 0.294
H -1.490 2.794 -5.443 -0.1 -0.2 0.1 0.438
C 1.185 3.082 1.294 0.3 0.4 -0.4 -0.824
N -0.239 3.294 1.086 -0.1 0.2 0.5 0.399
C -0.755 4.575 1.569 0.5 -0.5 -0.8 -0.768
C -2.152 4.767 1.078 -0.8 -0.3 0.3 -0.623
C -2.928 3.502 1.437 -0.1 0.5 0.8 -0.605
N -2.362 2.401 0.701 -0.2 0.5 0.1 0.276
C -3.277 1.462 0.082 0.9 -1.1 -0.4 -0.675
C -1.003 2.280 0.664 -0.1 -1.9 -0.6 -0.887
O -0.477 1.198 0.238 -1.0 2.4 0.2 0.107
H 1.710 3.151 0.324 0.1 0.0 0.6 0.025
H 1.358 2.117 1.737 0.2 -0.6 0.0 0.265
H 1.526 3.852 2.006 0.0 -0.2 -0.4 0.482
H -0.097 5.325 1.177 0.4 0.6 -0.4 0.456
H -0.622 4.626 2.647 -0.4 -0.1 0.3 0.360
H -2.233 4.920 -0.019 0.3 0.0 0.6 0.239
H -2.615 5.593 1.595 -0.1 0.5 0.0 0.430
H -3.986 3.668 1.202 0.3 -0.4 -0.1 0.406
H -2.871 3.278 2.537 0.0 0.4 -0.7 0.144
H -3.153 1.467 -1.015 0.0 -0.2 0.3 0.177
H -4.299 1.730 0.297 -0.2 0.2 0.2 0.434
H -3.089 0.453 0.483 -0.1 0.1 -0.4 0.072
Br 2.893 -6.741 -2.309 0.3 -0.4 -0.5 -0.222
C 2.166 -5.032 -2.132 -0.3 3.2 0.9 -0.298
C 2.911 -3.810 -2.238 -1.0 -2.0 0.7 -0.521
C 2.370 -2.613 -1.710 3.1 -0.6 -1.8 0.104
C 1.136 -2.531 -1.161 -1.1 -0.8 0.3 1.110
C 0.342 -3.695 -1.128 0.2 -1.4 -1.5 0.032
C 0.861 -4.907 -1.645 -0.6 0.2 0.4 -0.681
H 3.908 -3.904 -2.629 0.3 0.4 -0.1 0.447
H 3.068 -1.737 -1.820 -1.0 -0.8 0.3 -0.358
H -0.756 -3.696 -0.909 1.3 0.2 0.2 0.018
H 0.205 -5.773 -1.702 0.1 0.0 0.3 0.444
O -1.004 -1.451 0.920 -1.2 -0.7 0.2 0.012
As -0.520 -1.955 2.600 2.0 1.3 -1.4 1.502
C 0.745 -3.366 3.176 -1.0 -0.7 0.4 0.516
C 0.731 -3.813 4.485 1.4 -1.1 -1.1 -0.303
C 1.572 -4.890 4.828 0.0 0.2 0.0 -0.851
C 2.305 -5.593 3.874 0.4 -0.1 0.4 -0.561
C 2.315 -5.088 2.544 1.5 -1.7 0.5 -0.476
C 1.598 -3.979 2.245 -0.7 1.8 -1.2 -0.295
C -2.263 -2.899 2.834 1.1 0.2 0.2 0.468
C -2.697 -3.080 4.130 -1.6 0.2 1.6 -0.044
C -3.963 -3.686 4.440 1.9 0.3 -1.0 -1.020
C -4.649 -4.189 3.350 -0.7 -0.3 0.3 -0.480
C -4.216 -3.953 2.044 -0.7 -0.2 -0.4 -0.616
C -3.005 -3.344 1.752 -0.4 -0.1 -0.2 -0.418
C -0.777 -0.702 4.125 -1.4 -0.2 -0.3 -0.191
C -1.975 0.041 4.135 1.2 -0.1 0.0 -0.087
C -2.110 1.074 5.067 0.2 -0.6 -0.2 -0.691
C -1.025 1.426 5.903 -0.1 -0.4 -0.7 -0.664
C 0.155 0.639 5.884 -1.4 1.4 0.7 -0.642
C 0.175 -0.479 5.112 1.8 -1.8 -1.7 -0.345
H 0.184 -3.335 5.245 -0.8 0.5 0.8 0.445
H 1.668 -5.096 5.890 0.0 -0.4 -0.1 0.363
H 2.918 -6.481 4.229 -0.7 1.3 -0.8 0.261
H 2.988 -5.540 1.769 -0.8 0.4 0.8 0.387
H 1.727 -3.435 1.281 -0.2 -0.8 0.7 0.131
H -2.156 -2.624 4.981 -0.2 -0.4 -0.7 0.176
H -4.339 -3.741 5.461 0.2 -0.2 -0.3 0.400
H -5.549 -4.803 3.501 0.2 0.6 -0.1 0.323
H -4.951 -4.185 1.270 0.6 -0.3 -0.1 0.369
H -2.635 -3.180 0.729 -0.4 0.0 0.6 0.112
H -2.767 -0.143 3.392 0.4 0.0 0.5 0.358
H -3.124 1.471 5.042 0.5 0.8 0.6 0.420
H -1.083 2.323 6.506 0.0 -0.1 0.2 0.379
H 1.036 0.931 6.444 -0.2 -0.1 0.2 0.428
H 1.063 -1.174 5.094 -0.8 1.1 0.1 0.203
S 6.945 1.660 -4.239 -0.1 -0.1 -0.3 -0.365
C 5.570 1.490 -3.330 0.0 0.5 0.7 0.079
S 5.350 0.206 -2.144 -0.2 0.8 -0.7 -0.095
C 3.892 1.011 -1.577 0.7 -0.4 0.0 -0.028
N 3.622 2.105 -2.174 -0.4 1.2 -1.0 -0.377
N 4.530 2.387 -3.185 1.7 -2.5 0.5 0.102
C 4.215 3.397 -4.062 -1.4 1.3 -1.3 0.538
C 3.504 4.479 -3.496 0.2 -0.7 0.8 0.017
C 2.868 5.411 -4.280 0.3 -0.3 -1.5 -0.908
C 2.941 5.227 -5.657 0.6 -0.1 -1.0 -0.325
C 3.719 4.218 -6.250 0.3 0.0 0.8 -0.627
C 4.368 3.258 -5.472 -0.5 0.7 1.4 -0.464
S 3.061 0.398 -0.275 -1.3 -0.7 1.0 -0.036
H 3.366 4.470 -2.406 0.3 0.1 -0.5 0.330
H 2.371 6.296 -3.937 -0.3 0.1 0.6 0.420
H 2.470 5.895 -6.368 -0.1 0.3 0.3 0.386
H 3.899 4.255 -7.314 -0.3 -0.2 -0.2 0.375
H 4.942 2.417 -5.845 -0.1 0.3 -0.2 0.328
S 1.443 -0.918 1.800 -0.2 0.6 0.1 -0.417
```
Forces are in eV/Å.

Largest force on an atom (hartree/bohr): 0.0792
Charge: -1
Energy (eV): -259136.4976
E_HOMO (eV): -4.211
Multiplicity: 1
Lowest unoccupied orbital energy (Eh): 0.041
Energy relative to the best compared isomer or geometry (same formula, charge and spin) (kcal per mole): 24.4

---

Entry from the OMol25 dataset: a structure of composition C47H40AuN2OP2 (ωB97M-V/def2-TZVPD).

Geometry as XYZ:
```
93
Properties=species:S:1:pos:R:3:forces:R:3:mulliken_charge:R:1
Au -0.909 -0.646 -0.962 -0.2 0.6 0.2 1.260
C 0.664 -0.420 2.325 0.0 0.0 0.1 -1.328
N 1.628 -1.239 1.594 0.1 0.1 0.0 1.010
C 2.247 -0.553 0.479 0.2 0.0 0.0 -2.088
P 1.349 -0.793 -1.110 -0.1 0.1 -0.2 0.852
C 2.186 0.249 -2.318 0.2 0.0 0.1 1.054
C 3.476 0.723 -2.088 0.0 0.0 0.0 -0.784
C 4.114 1.497 -3.047 0.0 0.0 0.0 -0.777
C 3.475 1.780 -4.244 0.0 0.0 0.0 -0.676
C 2.197 1.292 -4.484 0.0 0.0 0.0 -0.859
C 1.550 0.537 -3.522 0.0 0.0 -0.1 -0.716
C 1.672 -2.507 -1.550 0.1 0.0 -0.1 0.682
C 1.186 -3.522 -0.724 0.0 0.0 0.1 0.116
C 1.445 -4.845 -1.036 0.0 0.0 0.0 -0.922
C 2.177 -5.163 -2.172 0.0 0.0 0.0 -0.729
C 2.655 -4.155 -2.998 0.0 0.0 0.0 -0.778
C 2.407 -2.827 -2.690 0.0 0.0 0.0 -0.875
C 2.530 -1.962 2.449 -0.1 -0.1 0.0 -0.332
C 2.095 -3.179 2.960 0.0 0.1 0.0 -0.013
C 2.909 -3.898 3.821 0.0 0.0 0.0 -0.895
C 4.163 -3.411 4.162 0.0 0.0 0.0 -0.517
C 4.597 -2.199 3.650 0.0 0.0 0.0 -0.889
C 3.779 -1.466 2.801 0.0 0.0 -0.1 0.048
P -1.001 -0.660 1.583 0.0 -0.4 -0.1 0.846
C -2.032 0.738 2.062 0.0 0.0 0.0 0.950
C -3.417 0.568 2.041 0.0 0.0 0.1 -1.093
C -4.255 1.651 2.246 0.0 0.0 0.0 -0.746
C -3.721 2.913 2.472 0.0 0.0 0.0 -0.661
C -2.345 3.090 2.492 0.0 0.0 0.0 -0.565
C -1.502 2.009 2.285 0.0 0.0 -0.1 -0.552
C -1.637 -2.128 2.409 -0.1 0.0 0.1 0.628
C -1.845 -2.152 3.789 0.0 0.0 0.0 -0.506
C -2.282 -3.311 4.405 0.0 0.0 0.0 -0.853
C -2.519 -4.452 3.645 0.0 0.0 0.0 -0.550
C -2.331 -4.430 2.272 0.0 0.0 0.0 -0.894
C -1.893 -3.266 1.653 0.0 0.0 0.0 -0.080
H 0.967 0.634 2.343 -0.1 0.0 0.0 0.462
H 0.619 -0.761 3.361 0.0 0.0 0.0 0.652
H 3.224 -1.011 0.301 0.0 0.1 0.0 1.042
H 2.417 0.520 0.653 -0.1 0.0 0.0 0.631
H 4.001 0.497 -1.170 0.0 0.0 0.0 0.387
H 5.111 1.871 -2.861 0.0 0.0 0.0 0.467
H 3.974 2.380 -4.993 0.0 0.0 0.0 0.428
H 1.702 1.506 -5.422 0.0 0.0 0.0 0.492
H 0.546 0.173 -3.704 0.0 0.0 0.0 0.883
H 0.622 -3.280 0.168 0.0 0.0 0.0 0.127
H 1.073 -5.630 -0.391 0.0 0.0 0.0 0.489
H 2.374 -6.198 -2.415 0.0 0.0 0.0 0.405
H 3.223 -4.402 -3.884 0.0 0.0 0.0 0.452
H 2.785 -2.049 -3.340 0.0 0.0 0.0 0.444
H 1.115 -3.548 2.677 0.0 0.0 0.0 0.294
H 2.567 -4.845 4.215 0.0 0.0 0.0 0.448
H 4.800 -3.977 4.828 0.0 0.0 0.0 0.406
H 5.572 -1.816 3.919 0.0 0.0 0.0 0.405
H 4.118 -0.511 2.418 0.0 0.0 0.0 0.435
H -3.851 -0.408 1.869 0.0 0.0 0.0 0.600
H -5.327 1.506 2.227 0.0 0.0 0.0 0.476
H -4.377 3.757 2.634 0.0 0.0 0.0 0.419
H -1.922 4.072 2.658 0.0 0.0 0.0 0.477
H -0.433 2.182 2.283 0.0 0.0 0.0 0.141
H -1.672 -1.261 4.383 0.0 0.0 0.0 0.488
H -2.443 -3.326 5.474 0.0 0.0 0.0 0.456
H -2.865 -5.356 4.128 0.0 0.0 0.0 0.432
H -2.536 -5.311 1.679 0.0 0.0 0.0 0.465
H -1.780 -3.240 0.574 0.0 0.0 0.0 0.469
C 0.171 6.388 -0.305 0.0 0.0 0.0 -0.546
C -1.025 5.830 -0.738 0.0 0.0 0.0 -0.903
C -1.132 4.464 -0.935 0.0 0.1 0.0 0.038
C -0.034 3.639 -0.703 0.1 0.0 0.0 0.146
C 1.160 4.203 -0.257 0.0 0.0 0.0 -0.463
C 1.265 5.571 -0.062 0.0 0.0 0.0 -0.826
C -0.071 2.171 -0.874 -0.1 0.4 0.1 0.034
C -0.938 1.493 -1.594 0.0 -1.1 -0.2 1.712
C -2.005 1.779 -2.520 -0.1 0.3 0.0 -0.874
C -1.703 2.079 -3.852 -0.1 0.0 0.0 -0.554
C -2.719 2.397 -4.736 0.0 0.0 0.0 -0.807
C -4.035 2.424 -4.296 0.0 0.0 -0.1 -0.591
C -4.341 2.147 -2.969 0.0 0.0 0.0 -1.101
C -3.335 1.818 -2.083 0.0 0.1 -0.1 0.442
H 0.248 7.456 -0.153 0.0 0.0 0.0 0.422
H -1.883 6.463 -0.919 0.0 0.0 0.0 0.453
H -2.075 4.045 -1.256 0.0 0.0 0.0 0.445
H 2.016 3.564 -0.067 0.0 0.0 0.0 0.405
H 2.199 5.997 0.279 0.0 0.0 0.0 0.426
H 0.700 1.651 -0.321 0.1 0.0 0.1 -0.467
H -0.671 2.080 -4.174 0.0 0.0 0.0 0.489
H -2.486 2.631 -5.766 0.0 0.0 0.0 0.451
H -4.829 2.669 -4.990 0.0 0.0 0.0 0.394
H -5.368 2.180 -2.630 0.0 0.0 0.0 0.489
H -3.564 1.605 -1.048 0.0 0.0 0.0 0.748
O -5.080 -0.850 -0.317 -0.1 0.1 -0.1 -0.596
C -3.986 -0.913 -0.755 0.0 -0.2 0.2 0.935
N -2.894 -1.013 -1.223 0.2 0.0 -0.1 -0.837
```
Forces are in eV/Å.

Largest force on an atom (hartree/bohr): 0.0217
Charge: +1
Energy (eV): -76679.7328
E_HOMO (alpha / beta) (eV): -10.176 / -10.175
Multiplicity: 1
Lowest unoccupied orbital energy (alpha / beta) (Eh): -0.159 / -0.159
Energy relative to the best compared isomer or geometry (same formula, charge and spin) (kcal per mole): 32.7